Computed, not measured: a 6-piece molecular cluster, C13H18F3N2O15 overall, with ωB97M-V/def2-TZVPD.

Properties
**Total charge**: -1
**Orbital gap**: 8.309 eV
**Largest force on an atom**: 0.116 hartree/bohr
**Lowest unoccupied orbital energy**: 2.439 eV
**Multiplicity**: 1
**Relative energy (zero: lowest compared OMol25 entry of this formula, charge and spin)**: 4.004 eV

Last column: Löwdin charge in e.
Positions of all 51 atoms, in Å:
C -0.180 0.085 0.091  0.03
C 0.519 0.972 1.174  -0.65
O 1.433 1.800 0.939  -0.07
O 0.201 0.751 2.349  -0.06
H 0.496 -0.493 -0.539  0.06
H -0.789 0.597 -0.655  0.06
H -0.841 -0.640 0.564  0.06
C -2.563 -3.044 -0.628  -0.02
C -1.872 -3.092 0.677  -0.35
O -0.582 -2.785 0.282  0.20
C -0.532 -2.256 -0.896  -0.71
O 0.410 -2.019 -1.607  0.16
O -1.623 -2.434 -1.524  0.07
F -1.818 -4.310 1.210  0.11
H -3.509 -2.518 -0.760  0.12
H -3.002 -3.980 -0.973  0.15
H -2.347 -2.383 1.355  0.09
C -1.934 0.383 3.595  -0.09
C -1.272 -0.991 3.558  -0.33
O -2.169 -1.641 2.712  0.08
C -2.685 -0.670 1.837  -0.46
O -3.151 -0.991 0.757  0.07
O -2.571 0.537 2.363  0.14
F -1.154 -1.731 4.656  0.10
H -1.245 1.210 3.768  0.13
H -2.623 0.459 4.436  0.14
H -0.276 -1.024 3.114  0.16
C 2.650 3.926 -1.301  -0.10
C 2.576 2.416 -1.499  -0.38
O 3.922 2.057 -1.604  0.05
C 4.710 3.182 -1.649  -0.46
O 5.926 3.281 -1.558  0.14
O 3.847 4.184 -1.843  0.08
F 2.042 2.300 -2.693  0.09
H 2.684 4.027 -0.216  0.14
H 1.824 4.490 -1.733  0.15
H 2.005 1.818 -0.789  0.10
C 3.400 0.083 0.018  0.05
N 3.757 -0.550 -1.292  -0.40
O 4.761 -1.287 -1.312  0.03
O 3.161 -0.118 -2.215  0.09
H 4.228 -0.106 0.701  0.11
H 2.438 -0.324 0.331  0.09
H 3.377 1.170 -0.048  0.07
C -2.515 -0.044 -1.562  0.01
N -3.826 -0.101 -2.281  -0.36
O -4.821 -0.686 -1.726  0.01
O -3.852 0.452 -3.361  0.06
H -1.948 -0.973 -1.502  0.04
H -2.757 0.357 -0.578  0.10
H -1.911 0.651 -2.145  0.11

Computed, not measured: a 11-piece molecular cluster, C18H56N2O11 overall, with ωB97M-V/def2-TZVPD.

Properties
**Orbital gap**: 7.687 eV
**Largest force on an atom**: 0.044 hartree/bohr
**Structure (SMILES)**: CC1(C)CCCC(C)(C)N1O.CC1(C)CCCC(C)(C)N1O.O.O.O.O.O.O.O.O.O
**Lowest unoccupied orbital energy**: -0.047 eV
**Multiplicity**: 1
**Relative energy (zero: lowest compared OMol25 entry of this formula, charge and spin)**: 1.587 eV

Last column: Löwdin charge in e.
Positions of all 87 atoms, in Å:
C -3.490 0.741 -0.793  -0.04
C -3.501 2.216 -0.336  -0.49
C -4.989 2.452 0.017  -0.04
C -2.629 2.526 0.915  -0.11
C -1.128 2.725 0.673  -0.17
C -0.886 3.731 -0.431  -0.15
C -1.655 3.441 -1.756  -0.50
C -1.627 4.796 -2.473  -0.04
C -0.856 2.356 -2.471  -0.03
N -3.009 2.997 -1.470  -0.13
O -3.854 2.984 -2.599  0.00
H -4.081 0.695 -1.709  0.08
H -2.524 0.323 -1.080  0.07
H -3.998 0.184 -0.003  0.08
H -5.114 3.536 -0.035  0.09
H -5.666 1.877 -0.609  0.08
H -5.160 2.147 1.050  0.08
H -3.127 3.268 1.541  0.12
H -2.655 1.651 1.573  0.10
H -0.627 3.070 1.581  0.11
H -0.634 1.775 0.459  0.09
H 0.167 3.675 -0.735  0.11
H -0.812 4.766 -0.088  0.12
H -2.251 5.459 -1.867  0.08
H -2.102 4.803 -3.456  0.08
H -0.665 5.299 -2.559  0.09
H -0.709 1.488 -1.829  0.07
H 0.106 2.814 -2.709  0.08
H -1.255 1.992 -3.419  0.08
H -4.379 3.774 -2.433  0.10
C -1.222 -0.859 1.953  -0.03
C -0.017 -1.765 1.954  -0.50
C 0.036 -2.552 0.657  -0.04
C 1.272 -0.894 1.960  -0.13
C 1.541 -0.234 3.317  -0.18
C 1.619 -1.280 4.404  -0.15
C 0.446 -2.291 4.446  -0.49
C 0.884 -3.543 5.262  -0.03
C -0.751 -1.697 5.189  -0.03
N 0.087 -2.720 3.089  -0.12
O -0.862 -3.742 3.056  -0.01
H -1.251 -0.320 1.003  0.06
H -2.166 -1.401 2.034  0.10
H -1.230 -0.089 2.725  0.07
H 0.408 -1.992 -0.204  0.06
H 0.865 -3.269 0.691  0.09
H -0.881 -3.077 0.391  0.09
H 2.066 -1.640 1.850  0.12
H 1.284 -0.185 1.132  0.11
H 2.600 0.037 3.283  0.11
H 0.856 0.565 3.596  0.11
H 1.708 -0.739 5.350  0.12
H 2.599 -1.764 4.358  0.11
H 0.859 -3.304 6.327  0.08
H 1.866 -3.932 4.991  0.08
H 0.142 -4.340 5.207  0.07
H -1.186 -0.894 4.596  0.07
H -0.528 -1.229 6.153  0.08
H -1.433 -2.493 5.491  0.09
H -0.368 -4.493 2.711  0.11
O 1.468 0.464 -5.040  -0.06
H 1.308 0.195 -4.126  -0.02
H 1.840 1.348 -4.970  0.04
O 3.106 -3.093 -1.653  -0.05
H 2.394 -3.593 -2.078  0.03
H 3.394 -3.654 -0.924  0.07
O -0.869 -0.787 -4.164  -0.05
H -0.640 -0.377 -5.009  0.05
H -1.816 -0.948 -4.215  0.05
O 4.485 0.070 0.058  -0.03
H 4.955 0.733 0.575  0.07
H 3.696 -0.129 0.572  0.03
O 3.791 -2.043 -4.507  -0.06
H 3.498 -2.892 -4.177  0.01
H 4.349 -1.685 -3.797  -0.01
O 5.321 -1.401 -2.143  -0.07
H 5.390 -0.738 -1.440  0.01
H 4.614 -1.981 -1.817  -0.01
O 0.494 -3.196 -2.734  -0.05
H 0.085 -2.779 -3.507  0.04
H -0.183 -3.784 -2.385  0.06
O 1.534 -0.416 -2.161  -0.06
H 2.194 -1.041 -1.834  0.03
H 0.731 -0.941 -2.262  0.01
O 2.952 2.059 -2.298  -0.06
H 3.191 1.995 -1.371  0.01
H 2.587 1.188 -2.512  -0.01

Computed, not measured: one molecule with the formula C5H5FO3, with ωB97M-V/def2-TZVPD.

Properties
**Orbital gap**: 10.092 eV
**Largest force on an atom**: 0.074 hartree/bohr
**Lowest unoccupied orbital energy**: -0.095 eV
**Multiplicity**: 1
**Relative energy (zero: lowest compared OMol25 entry of this formula, charge and spin)**: 0.016 eV

Last column: Löwdin charge in e.
Positions of all 14 atoms, in Å:
C -0.829 -0.385 -0.026  -0.28
C -1.065 1.665 1.058  -0.64
C -1.117 -1.656 -0.275  0.13
C 0.390 0.299 -0.571  -0.23
C 1.755 -0.164 -0.216  0.03
O -1.660 2.398 1.781  0.15
O -1.598 0.404 0.766  0.11
O 0.073 1.889 0.497  0.10
F 0.283 0.773 -1.798  0.16
H -1.994 -2.105 0.150  0.08
H -0.503 -2.247 -0.927  0.07
H 1.831 -0.379 0.845  0.11
H 2.489 0.587 -0.500  0.11
H 1.945 -1.079 -0.782  0.11